1.
DFT (ωB97M-V/def2-TZVPD) results for 3 unconnected molecules or ions with the total composition C14H28Cl2N4O4P.

CARTESIAN COORDINATES (ANGSTROEM)
C: 1.102887 0.099066 0.369683
O: 0.842073 -0.175011 -1.005277
C: 1.400586 -1.348095 -1.495547
C: 2.759190 -1.099581 -2.104524
N: 3.637419 -2.131903 -2.342943
C: 4.771473 -1.697818 -2.886175
P: 6.232096 -2.648222 -3.436351
O: 6.368570 -2.690578 -4.895752
N: 4.611383 -0.374422 -2.999449
Cl: 5.847726 0.628549 -3.542706
C: 3.373098 0.034813 -2.529770
C: 2.916943 1.455262 -2.493526
C: 3.105340 2.262177 -3.799583
C: 1.774909 2.629573 -4.443995
Cl: 4.057602 3.733985 -3.443158
H: 0.937972 -0.795420 0.979529
H: 2.136084 0.441547 0.512133
H: 0.417964 0.889026 0.675211
H: 1.514828 -2.108189 -0.707094
H: 0.731792 -1.757195 -2.259132
H: 3.438103 -3.100417 -2.132389
H: 7.235671 -2.019128 -2.692870
H: 5.971327 -3.845849 -2.757991
H: 1.850660 1.420927 -2.257709
H: 3.405227 1.949493 -1.649859
H: 3.696685 1.703310 -4.523974
H: 1.043495 2.923486 -3.690506
H: 1.907013 3.471318 -5.125708
H: 1.393803 1.788906 -5.027129
C: -3.187438 2.643888 2.548997
C: -2.551738 1.904844 1.396734
O: -1.375262 2.062600 1.094590
N: -3.340607 1.052003 0.692047
C: -4.747601 0.757664 0.916969
H: -2.428433 3.272472 3.003502
H: -4.008650 3.270306 2.200199
H: -3.590450 1.957000 3.295871
H: -2.870959 0.598759 -0.076191
H: -4.889008 -0.303369 1.126895
H: -5.340951 1.017536 0.039883
H: -5.111788 1.316698 1.771076
C: -4.713055 -1.684938 5.673136
C: -4.516518 -0.802844 4.464244
O: -5.237523 0.153473 4.231760
N: -3.491467 -1.105740 3.619303
C: -2.528931 -2.181460 3.714067
H: -5.563009 -1.303815 6.229493
H: -4.911192 -2.716260 5.379370
H: -3.831294 -1.672991 6.314610
H: -3.423204 -0.467698 2.841828
H: -1.511146 -1.791840 3.781794
H: -2.589038 -2.840322 2.845262
H: -2.722660 -2.775578 4.601123

Cartesian forces (eV/Å) of the 2 atoms listed first:
0.2528 0.1578 0.1377
-0.3927 -0.1437 -0.0536

Net charge ... +1
E_tot ... -63449.405 eV
HOMO ... -11.41 eV
LUMO ... -3.8908 eV
2S+1 ... 1

2.
DFT (ωB97M-V/def2-TZVPD) results for a molecular structure, C47H56FeN4O8.

CARTESIAN COORDINATES (ANGSTROEM)
Fe: 11.497841 11.803718 13.832518
C: 15.471199 12.251721 19.370964
C: 15.058046 13.669688 19.107554
C: 14.645662 14.302423 20.405835
C: 16.234937 14.496996 18.526060
C: 13.923589 13.634616 18.065430
C: 14.173603 13.043865 16.840930
C: 13.221493 12.859837 15.893694
N: 13.389110 12.247683 14.663088
C: 14.393936 11.418597 14.365383
C: 15.289844 10.797195 15.253242
C: 16.389458 10.133783 14.845611
C: 16.562937 9.937586 13.454456
C: 15.672316 10.349108 12.508864
C: 14.549105 11.203719 12.900035
O: 13.704474 11.713137 12.163875
C: 15.825552 9.845617 11.080652
C: 17.232345 10.221413 10.596716
C: 14.778157 10.398390 10.028551
C: 15.697289 8.313766 11.088453
C: 17.438687 9.558812 15.776027
C: 17.176856 9.896990 17.283003
C: 17.460418 8.021926 15.677288
C: 18.882205 10.091581 15.493976
C: 11.908263 13.341589 16.136380
O: 10.996239 13.185467 15.238733
C: 11.627872 13.944964 17.369759
C: 12.641400 14.072680 18.318903
C: 10.235225 14.498385 17.661157
C: 9.209404 13.361605 17.559001
C: 9.837225 15.632856 16.705945
C: 10.127157 15.115031 19.050188
H: 16.280817 12.183872 20.113939
H: 15.772959 11.738538 18.472584
H: 14.611596 11.685305 19.738150
H: 15.516870 14.426281 21.070116
H: 13.881546 13.693266 20.927308
H: 14.273109 15.276031 20.206620
H: 17.092284 14.521825 19.214778
H: 15.920887 15.516394 18.285574
H: 16.553828 14.083632 17.561812
H: 15.182255 12.762294 16.602870
H: 15.014986 10.867521 16.292167
H: 17.409465 9.324234 13.145098
H: 17.353540 11.301135 10.670240
H: 17.413235 9.922336 9.528477
H: 18.043482 9.764719 11.154390
H: 14.939279 11.457860 9.853888
H: 13.776733 10.278545 10.370323
H: 14.961771 9.831273 9.085654
H: 16.502912 7.869662 11.651502
H: 15.794494 7.959113 10.054603
H: 14.741096 7.930808 11.429630
H: 16.158729 9.649607 17.591623
H: 17.311408 11.003542 17.396793
H: 17.903637 9.392350 17.924006
H: 16.478307 7.545475 15.903848
H: 18.230220 7.530419 16.335921
H: 17.669771 7.701594 14.635293
H: 18.881595 11.180115 15.587668
H: 19.218542 9.767807 14.479559
H: 19.574651 9.728144 16.262032
H: 12.397661 14.582631 19.253051
H: 9.063888 13.037119 16.527079
H: 8.234595 13.683716 17.962150
H: 9.563417 12.510738 18.134389
H: 9.833455 15.358402 15.640719
H: 10.630395 16.380817 16.894326
H: 8.847189 16.039505 16.949257
H: 10.389832 14.335805 19.797739
H: 9.107143 15.458120 19.154982
H: 10.816841 15.992993 19.252917
C: 10.224053 14.573977 10.919553
C: 10.144853 13.374052 11.838475
O: 11.266208 12.958398 12.289768
C: 8.913606 12.870874 12.146429
C: 8.654904 11.956593 13.147027
C: 7.214445 11.658777 13.479026
N: 9.639169 11.440707 13.798302
N: 9.229801 10.538975 14.790352
C: 10.260000 10.104117 15.442624
O: 11.495964 10.394307 15.151505
C: 9.935008 9.321129 16.623759
C: 10.895537 9.266250 17.620162
C: 10.642169 8.524192 18.762065
C: 9.422052 7.889783 18.947371
C: 8.419894 7.974555 17.964167
C: 8.702079 8.656306 16.783115
H: 10.119577 15.466742 11.515246
H: 9.504273 14.559890 10.123048
H: 11.238434 14.605157 10.515356
H: 8.048665 13.337678 11.709648
H: 6.582188 12.088957 12.717213
H: 6.938751 12.055674 14.450706
H: 7.012980 10.584942 13.494954
H: 11.883559 9.728929 17.483102
H: 11.347828 8.358353 19.513463
H: 9.247356 7.325032 19.873710
H: 7.413449 7.547723 18.116985
H: 8.001812 8.793150 15.976069
O: 11.244273 7.805382 12.918872
C: 10.973519 8.650439 12.085320
O: 11.261118 9.864575 12.073688
C: 10.127722 8.169543 10.881815
C: 9.502144 9.072933 10.044745
C: 8.828787 8.654506 8.912776
C: 8.852469 7.262857 8.618793
C: 9.528210 6.369860 9.413528
C: 10.180392 6.824345 10.543098
N: 8.160970 6.735231 7.487325
O: 8.233185 5.528916 7.201326
O: 7.496836 7.533419 6.812735
H: 9.594615 10.086057 10.334974
H: 8.373898 9.380679 8.252381
H: 9.513263 5.337439 9.141740
H: 10.710285 6.200682 11.234579

Cartesian forces (eV/Å) of the 2 atoms listed first:
0.2697 -0.0214 -0.2015
0.2193 -0.7654 0.4992

Net charge ... -2
E_tot ... -106375.719 eV
HOMO (spin up / spin down) ... -1.27 / -1.97 eV
LUMO (spin up / spin down) ... 3.4763 / 3.4748 eV
2S+1 ... 5

3.
DFT (ωB97M-V/def2-TZVPD) results for a molecular structure, C28H26N4O3Ti.

CARTESIAN COORDINATES (ANGSTROEM)
Ti: -0.381404 -0.286294 -0.120476
O: 1.241467 -0.801104 -0.899107
C: 2.121516 -1.776012 -0.664465
C: 2.821402 -2.352626 -1.724850
C: 3.774388 -3.324404 -1.492545
C: 4.055616 -3.763059 -0.198000
C: 3.340004 -3.236166 0.851730
C: 2.356001 -2.259632 0.639806
C: 1.523809 -1.876432 1.757726
N: 0.504425 -1.113592 1.662450
C: -0.431188 -0.984541 2.770633
C: -1.674402 -1.752120 2.349339
N: -1.878987 -1.503415 0.905818
C: -2.655767 -2.351576 0.318502
C: -2.990382 -2.380506 -1.073404
C: -3.905166 -3.340424 -1.542138
C: -4.249546 -3.391146 -2.869140
C: -3.671765 -2.475589 -3.758216
C: -2.768315 -1.529352 -3.326432
C: -2.411715 -1.470266 -1.975231
O: -1.541207 -0.573480 -1.549051
H: 2.609817 -2.001517 -2.726113
H: 4.310387 -3.750134 -2.330813
H: 4.810683 -4.516649 -0.026064
H: 3.512665 -3.588791 1.862166
H: 1.780072 -2.303285 2.730759
H: -0.689783 0.066748 2.894729
H: -0.023355 -1.346635 3.716706
H: -2.544602 -1.427727 2.922460
H: -1.528548 -2.820602 2.520655
H: -3.121791 -3.127016 0.930798
H: -4.337516 -4.039523 -0.835673
H: -4.953073 -4.128668 -3.227600
H: -3.936644 -2.513107 -4.807052
H: -2.311310 -0.828796 -4.012399
C: -0.311818 2.317206 -3.474043
C: -1.478874 2.241413 -2.730804
C: -1.526781 2.784532 -1.451734
C: -0.417213 3.444901 -0.942776
C: 0.750759 3.531593 -1.689645
C: 0.806799 2.956209 -2.950604
H: -0.273878 1.891171 -4.468093
H: -2.356150 1.761832 -3.144116
H: -2.449668 2.749436 -0.884218
H: -0.470328 3.922991 0.027494
H: 1.610763 4.057212 -1.293765
H: 1.715946 3.019702 -3.534236
N: -0.658480 4.368221 3.760124
C: 0.577800 3.828330 3.926390
O: 1.225943 3.932108 4.943012
C: 1.114631 3.040149 2.762686
C: 2.471991 3.102919 2.472712
C: 2.960552 2.335819 1.432945
C: 2.096253 1.499818 0.745996
N: 0.794378 1.401017 1.043347
C: 0.323641 2.182152 2.022937
H: -1.016379 4.940959 4.507461
H: -1.076090 4.458387 2.851539
H: 3.111934 3.745119 3.063561
H: 4.004556 2.365531 1.155180
H: 2.450515 0.882363 -0.065485
H: -0.736588 2.106349 2.238628

Cartesian forces (eV/Å) of the 2 atoms listed first:
0.7173 0.2265 0.2655
-0.0408 -0.3152 -0.0357

Net charge ... +1
E_tot ... -64674.533 eV
HOMO (spin up / spin down) ... -10.96 / -11.21 eV
LUMO (spin up / spin down) ... -3.0932 / -3.3174 eV
2S+1 ... 2

4.
DFT (ωB97M-V/def2-TZVPD) results for C3H7NOS in the gas phase.

CARTESIAN COORDINATES (ANGSTROEM)
C: 1.616143 0.191589 -1.003918
C: 0.961048 0.413043 0.330535
O: -0.489388 0.556702 0.209853
C: -1.188784 -0.550348 0.414924
N: -2.489212 -0.176813 0.454581
S: -0.404365 -2.028736 0.474491
H: 1.552435 -0.824396 -1.487440
H: 1.240015 0.939365 -1.728310
H: 2.670544 0.489864 -0.867243
H: 1.219212 -0.324182 1.093533
H: 1.110299 1.376183 0.781748
H: -3.230741 -0.850457 0.626513
H: -2.567205 0.788187 0.700735

Cartesian forces (eV/Å) of the 2 atoms listed first:
0.6725 0.4712 -0.9107
-0.8249 0.4214 0.2752

Net charge ... 0
E_tot ... -17597.070 eV
SMILES ... CCOC(N)=S
HOMO ... -8.44 eV
LUMO ... 0.8492 eV
2S+1 ... 1